(1)
A cluster of 7 separate species, C30H78N4O14 in total. Source: OMol25; level of theory: ωB97M-V/def2-TZVPD.

The HOMO energy is -8.3 eV. For the LUMO energy, the calculation gives 0.36 eV. As for the SMILES: COCCNCCOC.COCCNCCOC.COCCNCCOC.COCCNCCOC.OCCO.OCCO.OCCO. For the energy relative to the best compared isomer or geometry (same formula, charge and spin), the calculation gives 2.1550 eV.

ORCA input file:
```
! wB97M-V def2-TZVPD RIJCOSX def2/J DEFGRID3
* xyz 0 1
C 3.12 5.00 7.43
O 2.93 5.95 6.41
C 4.17 6.41 5.81
C 3.88 7.42 4.71
N 3.45 6.91 3.38
C 2.18 6.18 3.48
C 1.94 5.40 2.17
O 0.72 4.72 2.30
C 0.38 3.99 1.15
H 3.13 5.40 8.45
H 4.00 4.42 7.17
H 2.20 4.40 7.48
H 4.79 5.63 5.37
H 4.58 6.93 6.68
H 4.89 7.76 4.42
H 3.37 8.35 4.95
H 4.21 6.31 3.07
H 1.32 6.80 3.71
H 2.27 5.33 4.17
H 2.80 4.72 2.13
H 1.93 6.06 1.30
H 1.26 3.45 0.77
H -0.01 4.60 0.33
H -0.37 3.22 1.32
C 3.87 -3.54 -8.89
O 2.95 -3.42 -7.85
C 3.45 -2.74 -6.70
C 2.38 -3.00 -5.65
N 2.78 -2.70 -4.28
C 3.33 -1.38 -3.99
C 2.36 -0.21 -4.13
O 2.88 0.79 -5.07
C 1.82 1.61 -5.54
H 4.66 -4.28 -8.73
H 4.42 -2.65 -9.23
H 3.31 -3.83 -9.78
H 3.65 -1.74 -7.09
H 4.42 -3.16 -6.40
H 2.03 -4.01 -5.84
H 1.48 -2.40 -5.87
H 2.07 -2.98 -3.63
H 4.37 -1.22 -4.26
H 3.47 -1.49 -2.90
H 2.28 0.39 -3.22
H 1.37 -0.48 -4.49
H 1.20 1.20 -6.34
H 2.40 2.33 -6.14
H 1.23 2.13 -4.79
C -1.81 -1.11 -3.24
O -1.11 -2.08 -2.50
C -1.81 -3.31 -2.39
C -1.40 -3.97 -1.05
N -2.07 -3.43 0.16
C -3.55 -3.47 0.05
C -4.18 -3.05 1.35
O -4.07 -3.92 2.45
C -4.47 -5.28 2.29
H -1.61 -0.08 -2.93
H -2.90 -1.25 -3.17
H -1.76 -1.16 -4.33
H -1.45 -3.96 -3.19
H -2.88 -3.12 -2.45
H -0.34 -3.78 -0.87
H -1.56 -5.05 -1.14
H -1.80 -4.10 0.88
H -3.95 -4.47 -0.15
H -3.86 -2.75 -0.70
H -5.22 -2.82 1.07
H -3.83 -2.07 1.67
H -5.54 -5.37 2.12
H -4.19 -5.61 3.29
H -3.95 -5.91 1.56
C -6.83 0.97 -0.07
O -5.53 1.13 -0.61
C -4.54 1.10 0.39
C -3.30 1.86 -0.07
N -3.50 3.32 -0.06
C -2.69 4.07 -0.99
C -2.92 3.76 -2.48
O -2.06 4.51 -3.35
C -0.68 4.30 -3.03
H -6.77 0.13 0.63
H -7.48 0.59 -0.86
H -7.23 1.89 0.35
H -4.17 0.09 0.61
H -4.85 1.58 1.33
H -3.08 1.58 -1.11
H -2.41 1.68 0.54
H -4.50 3.46 -0.18
H -1.66 3.85 -0.71
H -2.80 5.15 -0.85
H -3.94 4.11 -2.62
H -2.86 2.71 -2.77
H -0.39 3.25 -3.04
H -0.50 4.84 -2.10
H -0.08 4.79 -3.80
O -0.89 -3.80 6.51
C -0.13 -3.16 5.49
C -0.98 -2.68 4.31
O -1.44 -3.74 3.50
H -1.25 -4.60 6.12
H 0.45 -2.37 5.97
H 0.63 -3.88 5.16
H -0.36 -2.06 3.65
H -1.75 -2.06 4.78
H -2.39 -3.62 3.34
O 3.84 -5.35 3.54
C 2.59 -4.76 3.22
C 2.78 -3.55 2.33
O 3.29 -3.86 1.07
H 3.73 -6.27 3.80
H 1.94 -5.55 2.83
H 2.00 -4.38 4.07
H 3.27 -2.72 2.85
H 1.74 -3.21 2.23
H 4.06 -4.44 1.18
O -1.30 -0.89 0.91
C 0.10 -0.59 1.08
C 0.92 -0.58 -0.18
O 0.31 0.30 -1.11
H -1.40 -1.71 0.36
H 0.04 0.44 1.43
H 0.57 -1.22 1.84
H 0.99 -1.60 -0.58
H 1.95 -0.32 0.10
H -0.61 0.01 -1.14
*
```

(2)
A cluster of 13 separate species, C30H78O17S11 in total. Source: OMol25; level of theory: ωB97M-V/def2-TZVPD.

The HOMO energy is -8.5 eV. For the LUMO energy, the calculation gives -0.14 eV. For the energy relative to the best compared isomer or geometry (same formula, charge and spin), the calculation gives 1.3335 eV.

ORCA input file:
```
! wB97M-V def2-TZVPD RIJCOSX def2/J DEFGRID3
* xyz 0 1
C 2.81 -0.50 5.88
C 1.38 -0.07 5.89
C 0.95 0.50 4.56
O -0.33 -0.10 4.39
C -0.49 -1.16 5.26
O -1.41 -1.95 5.26
O 0.55 -1.19 6.11
H 2.92 -1.28 5.12
H 3.02 -0.90 6.87
H 3.53 0.30 5.75
H 1.10 0.62 6.69
H 1.62 0.20 3.75
H 0.86 1.59 4.52
C 3.15 -1.55 1.02
C 4.11 -1.98 2.14
C 5.18 -3.02 1.67
O 6.39 -2.45 2.15
C 6.23 -1.16 2.45
O 7.10 -0.45 2.81
O 4.94 -0.83 2.31
H 3.58 -1.01 0.17
H 2.36 -0.91 1.41
H 2.68 -2.46 0.66
H 3.66 -2.26 3.09
H 5.18 -3.25 0.61
H 4.96 -3.93 2.22
C -1.41 -1.51 -4.16
S -0.80 -2.61 -5.54
O -1.15 -4.04 -5.13
C -2.10 -2.10 -6.76
H -1.19 -0.45 -4.30
H -0.83 -1.92 -3.33
H -2.45 -1.67 -3.90
H -1.95 -1.04 -6.94
H -3.07 -2.28 -6.32
H -2.07 -2.54 -7.76
C -2.83 -1.73 1.88
S -4.31 -1.74 2.96
O -5.25 -0.89 2.11
C -4.77 -3.48 2.59
H -2.06 -2.47 2.08
H -2.48 -0.70 1.86
H -3.26 -1.95 0.91
H -5.55 -3.78 3.29
H -3.89 -4.06 2.87
H -5.01 -3.56 1.53
C -1.13 2.02 -4.47
S -1.39 3.75 -4.08
O -2.46 4.20 -5.05
C -2.19 3.51 -2.42
H -0.18 1.84 -4.97
H -1.89 1.79 -5.22
H -1.25 1.30 -3.66
H -2.82 2.62 -2.38
H -2.79 4.32 -2.02
H -1.42 3.33 -1.67
C -3.79 1.37 4.47
S -3.04 3.05 4.36
O -2.15 3.25 5.57
C -1.86 2.65 3.02
H -4.40 1.25 5.36
H -2.97 0.66 4.46
H -4.47 1.20 3.62
H -1.94 3.41 2.24
H -2.14 1.70 2.58
H -0.85 2.61 3.44
C 3.68 4.81 2.56
S 3.04 3.17 3.14
O 1.62 3.18 2.66
C 3.98 2.28 1.84
H 3.35 5.70 3.09
H 3.50 4.94 1.50
H 4.77 4.74 2.62
H 3.57 1.28 1.70
H 5.02 2.05 2.09
H 3.95 2.82 0.90
C 1.52 -5.63 -3.27
S 2.20 -4.13 -2.58
O 1.07 -3.33 -1.97
C 2.68 -3.23 -4.09
H 2.37 -6.24 -3.57
H 0.90 -5.41 -4.15
H 0.98 -6.23 -2.54
H 3.61 -3.59 -4.53
H 2.76 -2.18 -3.84
H 1.92 -3.28 -4.87
C -7.13 2.23 -0.17
S -5.67 1.69 -1.11
O -5.45 2.93 -1.93
C -4.45 1.64 0.23
H -6.89 2.90 0.65
H -7.70 1.38 0.22
H -7.80 2.72 -0.88
H -3.63 0.97 -0.05
H -4.93 1.05 1.02
H -4.08 2.60 0.59
C 0.68 6.71 0.84
S 0.00 5.05 0.47
O -1.44 5.23 0.09
C 1.03 4.65 -0.97
H 0.02 7.37 1.41
H 0.98 7.18 -0.10
H 1.54 6.59 1.50
H 0.92 5.29 -1.85
H 0.75 3.67 -1.36
H 2.10 4.56 -0.78
C 3.66 1.96 -3.51
S 4.62 0.59 -4.25
O 6.07 0.83 -4.01
C 4.08 -0.70 -3.06
H 3.92 2.07 -2.46
H 2.60 1.84 -3.70
H 3.89 2.87 -4.07
H 3.03 -0.45 -2.92
H 4.68 -0.69 -2.15
H 4.26 -1.71 -3.43
C -0.26 -0.96 -0.63
S 1.04 0.31 -0.83
O 0.84 1.05 -2.13
C 0.38 1.42 0.47
H -1.24 -0.53 -0.83
H -0.27 -1.29 0.41
H -0.15 -1.77 -1.35
H -0.64 1.76 0.27
H 1.04 2.29 0.43
H 0.48 0.99 1.46
C -2.06 -4.20 -1.89
S -1.60 -5.17 -0.43
O -2.47 -4.74 0.74
C -2.21 -6.82 -0.92
H -3.05 -4.35 -2.32
H -1.33 -4.36 -2.69
H -2.06 -3.17 -1.54
H -2.10 -7.58 -0.16
H -1.71 -7.19 -1.81
H -3.25 -6.56 -1.10
*
```

(3)
A cluster of 10 separate species, C30H85N5O10 in total. Source: OMol25; level of theory: ωB97M-V/def2-TZVPD.

The HOMO energy is -8.7 eV. For the LUMO energy, the calculation gives 0.27 eV. As for the SMILES: COC[C@H](C)N.COC[C@H](C)N.COC[C@H](C)N.COC[C@H](C)N.COC[C@H](C)N.CCO.CCO.CCO.CCO.CCO. For the energy relative to the best compared isomer or geometry (same formula, charge and spin), the calculation gives 0.3980 eV.

ORCA input file:
```
! wB97M-V def2-TZVPD RIJCOSX def2/J DEFGRID3
* xyz 0 1
C 0.92 1.64 -4.50
O 0.72 0.37 -3.89
C 0.74 -0.65 -4.88
C 0.87 -2.00 -4.15
C 1.26 -3.08 -5.15
N -0.36 -2.42 -3.47
H 0.11 1.89 -5.19
H 1.89 1.74 -5.00
H 0.89 2.36 -3.68
H -0.16 -0.74 -5.50
H 1.55 -0.47 -5.59
H 1.66 -1.93 -3.40
H 2.31 -2.94 -5.43
H 0.59 -3.06 -6.01
H 1.23 -4.08 -4.71
H -0.97 -2.97 -4.07
H -0.90 -1.58 -3.27
C 1.75 2.26 3.64
O 2.97 2.10 4.33
C 2.84 1.67 5.68
C 4.26 1.43 6.17
C 4.25 0.97 7.61
N 5.04 2.66 6.01
H 1.98 2.46 2.60
H 1.11 3.04 4.05
H 1.17 1.33 3.65
H 2.32 2.38 6.32
H 2.31 0.71 5.66
H 4.74 0.65 5.56
H 3.57 0.12 7.68
H 3.92 1.76 8.29
H 5.25 0.69 7.94
H 4.82 3.09 5.12
H 6.04 2.50 6.02
C 3.90 -1.04 -1.95
O 4.96 -0.59 -2.73
C 4.60 -0.62 -4.10
C 5.77 -0.37 -5.03
C 6.52 0.91 -4.63
N 5.35 -0.29 -6.42
H 3.63 -2.07 -2.20
H 2.99 -0.45 -2.11
H 4.15 -0.95 -0.89
H 4.26 -1.64 -4.33
H 3.73 0.04 -4.23
H 6.42 -1.25 -4.91
H 7.16 0.76 -3.76
H 5.77 1.68 -4.42
H 7.10 1.35 -5.44
H 6.17 -0.28 -7.01
H 4.82 -1.11 -6.69
C -7.11 0.71 -0.41
O -5.74 0.78 -0.78
C -5.30 2.10 -0.91
C -3.81 2.11 -1.28
C -3.56 1.50 -2.65
N -3.08 1.37 -0.22
H -7.37 -0.32 -0.17
H -7.67 1.04 -1.30
H -7.33 1.37 0.42
H -5.85 2.63 -1.70
H -5.46 2.78 -0.06
H -3.38 3.11 -1.27
H -2.49 1.37 -2.83
H -3.95 2.13 -3.46
H -4.03 0.52 -2.78
H -2.18 1.13 -0.62
H -3.55 0.46 -0.17
C 0.89 4.18 -0.44
O 0.71 4.19 0.96
C -0.59 3.78 1.36
C -1.71 4.71 0.88
C -1.52 6.10 1.48
N -3.00 4.18 1.34
H 1.96 4.29 -0.61
H 0.36 5.02 -0.89
H 0.67 3.19 -0.87
H -0.76 2.73 1.10
H -0.58 3.81 2.45
H -1.71 4.74 -0.22
H -0.56 6.54 1.23
H -1.69 6.15 2.55
H -2.26 6.73 0.96
H -3.73 4.72 0.89
H -3.13 3.21 1.05
C -5.03 -4.33 0.44
C -3.81 -3.77 -0.26
O -2.73 -3.68 0.65
H -5.23 -3.73 1.33
H -4.87 -5.34 0.81
H -5.93 -4.24 -0.17
H -3.97 -2.75 -0.64
H -3.62 -4.37 -1.16
H -1.91 -3.53 0.14
C 0.93 -4.57 0.85
C 0.68 -4.48 -0.64
O -0.42 -3.63 -0.86
H 1.25 -3.63 1.28
H 1.64 -5.37 1.08
H 0.03 -4.90 1.39
H 0.53 -5.48 -1.08
H 1.57 -4.10 -1.16
H -0.41 -3.15 -1.72
C -4.69 -0.69 1.94
C -3.35 -0.69 2.62
O -3.04 -2.01 3.09
H -5.51 -0.87 2.64
H -4.78 -1.39 1.10
H -4.92 0.27 1.48
H -3.35 -0.08 3.52
H -2.55 -0.34 1.96
H -3.02 -2.64 2.35
C 0.81 0.14 0.72
C 0.09 -0.47 -0.46
O -0.28 0.56 -1.38
H 1.69 0.71 0.42
H 1.16 -0.67 1.38
H 0.19 0.82 1.30
H -0.83 -0.94 -0.12
H 0.74 -1.16 -1.01
H 0.05 0.47 -2.29
C 0.32 -1.77 4.30
C 0.16 -3.25 4.56
O 1.40 -3.92 4.35
H -0.63 -1.24 4.24
H 0.72 -1.63 3.29
H 0.99 -1.31 5.02
H -0.63 -3.67 3.92
H -0.18 -3.38 5.59
H 1.28 -4.86 4.55
*
```

The records above give, respectively, orbital gap values of 8.7; 8.3; 9.0 eV.